Density functional theory data (wB97M-V/def2-TZVPD) for a structure of composition C28H60B3Br2CsKN2O10 at a distorted geometry.

Cartesian coordinates (Å):
H (-2.324, 3.687, -1.357)
H (-0.495, -7.929, -7.459)
H (-0.819, -4.897, -3.765)
H (-1.936, 6.394, -0.772)
H (-2.552, 2.504, 0.630)
O (2.486, 3.221, 6.958)
H (6.971, 2.024, 7.122)
H (0.091, -8.160, -5.075)
H (-2.998, -2.746, -3.670)
O (-2.999, 4.452, 3.323)
Br (2.321, -4.442, -6.068)
H (-1.037, 4.555, -2.104)
H (-1.892, -6.920, -7.050)
H (-2.916, -0.448, 0.306)
H (-0.287, -3.181, -2.028)
C (-0.403, 2.654, -1.507)
C (-0.923, 4.682, -0.039)
C (-3.132, 1.642, 0.338)
H (-1.637, 4.536, 0.780)
H (-0.801, -8.104, -2.797)
C (-0.226, -2.943, -3.092)
H (5.862, 2.578, 5.846)
C (-1.256, -7.737, -6.696)
C (-0.766, 6.981, 0.883)
B (-4.107, 2.314, 2.607)
H (2.421, 1.378, 7.923)
H (-4.974, 5.377, 3.830)
O (-5.003, 3.244, 3.123)
H (3.139, 4.131, 4.961)
H (-1.049, -3.635, -4.961)
H (-4.757, 0.606, 1.346)
C (-3.399, -8.699, -6.384)
H (-0.671, 2.669, 4.954)
K (-1.682, -1.149, 2.752)
B (-2.499, 3.299, 3.876)
H (-3.603, -7.936, -5.628)
H (-2.529, -7.691, -2.818)
H (-3.856, -9.636, -6.070)
H (-0.339, 6.757, 4.351)
O (3.793, 3.883, 1.865)
H (2.900, -6.842, -5.801)
C (-1.261, 3.889, -1.280)
H (2.323, 1.348, 6.160)
C (6.370, -0.188, 5.450)
C (3.453, -6.382, -7.842)
H (0.062, 4.437, 0.346)
C (-0.191, 1.697, -0.319)
H (4.356, -5.842, -5.970)
H (-1.598, 6.820, 1.565)
C (2.002, 1.878, 7.052)
O (5.070, 4.264, 3.559)
O (1.183, 5.382, -2.296)
H (4.204, -7.149, -8.014)
Br (1.771, -7.127, -8.471)
H (-0.290, 2.200, 0.641)
H (6.306, 0.320, 4.487)
H (0.843, 1.377, -0.369)
H (-1.927, 3.288, 6.049)
H (2.075, 5.032, -2.409)
N (-0.876, -0.434, -3.447)
H (2.375, 2.985, 3.831)
H (-2.743, -3.987, -2.433)
H (-3.457, 1.745, -0.684)
H (5.989, -1.201, 5.344)
H (5.281, 2.398, 7.513)
H (-3.219, -4.444, -4.070)
H (-1.914, -8.946, -3.911)
C (-0.590, -1.540, -3.277)
C (5.943, 1.982, 6.758)
C (-2.610, -3.750, -3.492)
H (-0.735, 8.042, 0.655)
H (-0.330, -0.341, 0.182)
C (2.808, 3.974, 3.946)
H (-2.023, 0.389, 1.588)
C (5.554, 0.551, 6.480)
C (-0.553, -7.345, -5.418)
O (-2.010, -8.929, -6.535)
H (3.669, -5.519, -8.463)
C (-0.951, 6.163, -0.378)
H (0.562, 3.057, -1.793)
O (4.628, 0.022, 7.055)
C (-0.832, 4.695, 5.005)
C (-1.147, -3.865, -3.899)
H (2.207, 3.680, 7.754)
Cs (0.431, 7.949, 6.257)
B (-4.395, 4.423, 3.436)
C (-4.404, 1.627, 1.243)
H (-0.785, 2.112, -2.365)
H (-1.178, -0.012, -1.297)
C (-1.000, 0.382, -0.305)
C (3.369, -6.051, -6.377)
H (7.414, -0.232, 5.762)
C (-0.406, 5.785, 4.779)
H (-5.155, 2.211, 0.733)
N (3.990, 4.049, 3.042)
C (-1.452, 3.410, 5.084)
C (-2.281, 0.423, 0.528)
H (2.104, 4.742, 3.640)
H (0.908, 1.864, 7.108)
H (-3.843, -8.394, -7.337)
H (-0.161, 6.359, -1.099)
O (-2.935, 2.104, 3.363)
H (0.811, -3.072, -3.406)
H (0.080, -6.474, -5.618)
O (-1.472, -6.970, -4.396)
H (0.143, 6.657, 1.380)
C (-1.684, -7.989, -3.437)

Highest occupied orbital energy (eV): -6.022
Energy (Ha): -7807.113714
Charge: +1
LUMO energy (eV): -3.731